Density functional theory data (ωB97M-V/def2-TZVPD) for C8H4Cl3NO3PrY as an isolated structure.

Positions of all 21 atoms, in Å:
Pr: -0.254909 -0.354103 -6.019708
Y: -0.398228 -0.923119 0.527525
Cl: -1.288966 1.938642 -6.089524
Cl: 1.564611 -2.241788 -0.027316
C: -1.246269 -2.389212 1.997705
C: -0.825823 0.108589 -8.262884
C: 0.044287 -2.242884 -7.687374
O: -1.548787 -3.282326 2.680046
O: -1.014293 0.025398 -9.401104
O: 0.120424 -2.945214 -8.602499
Cl: -1.079711 3.583586 4.140831
C: -0.250557 2.120510 3.821086
C: 0.774306 1.714906 4.669872
C: 1.415739 0.515786 4.371194
C: 1.067830 -0.216212 3.252703
N: 0.100016 0.224274 2.399756
C: -0.596830 1.374561 2.693580
H: 1.052600 2.319130 5.524912
H: 2.204651 0.156271 5.013341
H: 1.550482 -1.162593 2.992960
H: -1.390568 1.675808 2.004902

Cartesian forces (eV/Å) of the 2 atoms listed first:
-0.188 2.291 2.175
2.122 1.764 -1.205

E_HOMO (alpha / beta): -19.94 / -19.94 eV
Calculated total energy: -2522.074125 Ha
Kohn-Sham gap (alpha / beta): 4.64 / 5.17 eV
Spin multiplicity: 3
Net charge: +4
<S²>: 2.006
Energy relative to the best compared isomer or geometry (same formula, charge and spin): 0.3324 eV

Density functional theory data (ωB97M-V/def2-TZVPD) for C8H4Cl6O9P2Ti as an isolated structure.

Positions of all 30 atoms, in Å:
Ti: -0.369752 0.155991 -0.040292
Cl: 2.872127 1.116562 0.746171
C: 2.736258 -0.501231 0.158282
C: 1.483600 -0.995273 -0.208349
C: 1.459683 -2.307201 -0.686616
Cl: -0.035966 -3.016716 -1.199242
C: 2.606952 -3.094830 -0.790228
Cl: 2.529060 -4.711173 -1.391347
C: 3.833589 -2.566216 -0.403804
Cl: 5.264678 -3.524314 -0.521010
C: 3.902093 -1.262782 0.072085
Cl: 5.427677 -0.607914 0.545277
O: -3.861500 0.105649 -2.484336
P: -2.911931 -0.026479 -1.216876
O: -1.461320 -0.251256 -1.654588
O: -3.043164 1.105309 -0.260070
O: -3.409030 -1.392839 -0.551849
P: -2.877130 -1.666628 0.989996
O: -3.721826 -0.622690 1.833258
O: -3.120354 -3.050490 1.380600
O: -1.422528 -1.141053 0.950203
H: -4.108728 1.031223 -2.595388
H: -3.576980 0.271623 1.462480
Cl: 1.048736 9.449246 1.715173
C: 0.240896 3.641639 0.885485
C: 0.040779 2.376134 0.543891
O: 0.078599 1.844504 -0.709326
O: -0.239134 1.333178 1.384254
H: 0.458451 4.374176 0.124647
H: 0.176165 3.933843 1.921510

Cartesian forces (eV/Å) of the 2 atoms listed first:
0.243 -0.199 -0.043
0.014 0.000 -0.005

E_HOMO: -2.05 eV
Calculated total energy: -5278.298867 Ha
Kohn-Sham gap: 5.47 eV
Net charge: -2
Energy relative to the best compared isomer or geometry (same formula, charge and spin): 1.3131 eV

Density functional theory data (ωB97M-V/def2-TZVPD) for one molecule with the formula C8H4ClNO4S3.

Positions of all 21 atoms, in Å:
O: 4.190262 0.459084 -0.428640
C: 3.227411 -0.241601 -0.668814
O: 3.328965 -1.481519 -1.263328
C: 1.865700 0.238246 -0.253932
C: 0.828786 -0.716758 -0.131615
C: -0.404607 -0.318920 0.365707
C: -0.651290 1.028032 0.663624
C: 0.355449 1.977110 0.399371
C: 1.578222 1.597458 -0.018374
Cl: 2.746990 2.903848 -0.140745
S: -2.250846 1.624842 1.104246
C: -3.400195 0.461444 0.441852
S: -4.911595 0.980621 0.033268
N: -3.050128 -0.696890 -0.204721
S: -1.735061 -1.564309 0.431925
O: -1.976577 -1.850291 1.836633
O: -1.363915 -2.737730 -0.378500
H: 4.297938 -1.600771 -1.421292
H: 0.971294 -1.772328 -0.398578
H: 0.139044 3.026232 0.528476
H: -3.785845 -1.315799 -0.496562

Cartesian forces (eV/Å) of the 2 atoms listed first:
-0.479 -1.212 -0.562
1.034 0.704 0.358

E_HOMO: -9.29 eV
Calculated total energy: -2317.706000 Ha
Kohn-Sham gap: 8.26 eV
Net charge: 0
Energy relative to the best compared isomer or geometry (same formula, charge and spin): 0.3994 eV
SMILES string: O=C(O)c1cc2c(cc1Cl)SC(=S)NS2(=O)=O

Density functional theory data (ωB97M-V/def2-TZVPD) for C8H4F24N5O16S8 as an isolated structure.

Positions of all 65 atoms, in Å:
N: 0.796578 1.488427 1.214413
H: 0.251769 2.042497 1.859617
H: 1.733973 1.846954 1.327766
H: 0.691174 1.715976 0.236036
H: 0.757512 0.515336 1.482077
C: -3.395672 5.531975 5.775491
F: -3.512758 6.770792 6.253801
F: -4.189863 4.662888 6.372908
F: -3.657541 5.653162 4.437772
S: -1.571000 4.870027 5.943330
O: -0.830746 5.942879 5.316319
O: -1.244073 4.729870 7.383239
N: -1.462518 3.267632 5.137477
S: -1.926853 2.149320 6.087945
O: -2.740533 2.445856 7.253451
O: -2.413447 1.027570 5.306007
C: -0.182559 1.594821 6.896074
F: 0.303765 0.588535 6.100965
F: 0.664561 2.651048 7.047670
F: -0.328568 1.161041 8.148681
C: -3.269981 5.381854 -3.590907
F: -2.303909 6.322412 -3.515349
F: -3.650127 5.095995 -2.370469
F: -4.221856 5.895194 -4.353955
S: -2.663061 3.654911 -4.277227
O: -2.012929 4.015681 -5.509309
O: -1.757793 3.131236 -3.232149
N: -4.115740 2.707781 -4.271695
S: -3.538118 1.391941 -4.763296
O: -3.027457 1.454996 -6.112920
O: -2.767925 0.633788 -3.739604
C: -5.143718 0.351833 -5.037292
F: -5.599236 -0.098464 -3.821998
F: -6.074444 1.141940 -5.604892
F: -4.929829 -0.622290 -5.886910
C: -0.724812 -10.948367 -4.802632
F: -0.401967 -11.876844 -3.853158
F: 0.420437 -10.520617 -5.282649
F: -1.344020 -11.526375 -5.796056
S: -1.818410 -9.642226 -3.961446
O: -2.508995 -8.932843 -4.991769
O: -2.663562 -10.437236 -3.100369
N: -0.571531 -8.766683 -3.127050
S: -1.401764 -7.888495 -2.247446
O: -2.304605 -6.957182 -2.873256
O: -1.869433 -8.600502 -1.043929
C: -0.048224 -6.697746 -1.667427
F: 0.878490 -6.467885 -2.557717
F: -0.562977 -5.623123 -1.172561
F: 0.623073 -7.194545 -0.599778
C: 6.543131 -0.052222 2.344097
F: 7.410443 -1.037697 2.343774
F: 5.388451 -0.411845 2.826444
F: 7.045539 1.050963 2.999897
S: 6.165074 0.452875 0.540997
O: 7.487010 0.355376 -0.186729
O: 5.203604 -0.406385 -0.111487
N: 5.435889 2.026717 0.757998
S: 6.302267 2.985693 0.061456
O: 7.667052 3.058903 0.519468
O: 6.095355 2.895845 -1.358864
C: 5.343708 4.722757 0.629657
F: 5.345824 4.871344 1.966047
F: 6.096550 5.692743 0.130455
F: 4.101322 4.760189 0.120964

Cartesian forces (eV/Å) of the 2 atoms listed first:
1.169 0.868 0.327
-0.893 0.317 -0.011

E_HOMO: -4.07 eV
Calculated total energy: -7367.015887 Ha
Kohn-Sham gap: 7.38 eV
Net charge: -3
Energy relative to the best compared isomer or geometry (same formula, charge and spin): 5.9068 eV